# 1
A single C20H20N6O6S2 molecule at a distorted geometry. Source: OMol25; level of theory: ωB97M-V/def2-TZVPD.

HOMO-LUMO gap = 7.67 eV
spin multiplicity = 1

Each line ends with the Mulliken charge.
Cartesian coordinates (Å):
O -0.711 -0.620 -0.012  -0.67
C -0.074 0.202 -0.641  0.38
N -0.628 0.939 -1.641  -0.11
C -2.051 0.874 -1.891  -1.00
C -2.802 1.782 -0.968  0.66
N -2.471 3.018 -0.783  -0.70
N -3.384 3.524 0.071  0.11
C -4.324 2.606 0.420  0.00
S -5.595 2.825 1.423  -0.39
N -3.934 1.456 -0.256  0.27
C -4.593 0.217 -0.160  -0.06
C -5.971 0.171 -0.363  -0.45
C -6.636 -1.032 -0.244  -0.53
C -5.919 -2.179 0.076  -0.09
N -6.613 -3.439 0.190  0.99
O -7.809 -3.441 -0.005  -0.62
O -5.955 -4.418 0.466  -0.61
C -4.546 -2.133 0.290  -0.49
C -3.879 -0.931 0.179  -0.32
C 1.376 0.450 -0.397  0.43
C 2.247 0.843 -1.410  -0.67
C 3.589 1.033 -1.127  -0.54
C 4.047 0.843 0.163  0.01
S 5.803 1.012 0.499  1.27
O 5.982 1.316 1.885  -0.72
O 6.378 1.867 -0.494  -0.72
N 6.416 -0.514 0.246  0.02
C 6.422 -0.991 -1.117  -0.41
C 7.372 -2.190 -1.196  -0.70
O 6.990 -3.194 -0.285  -0.39
C 6.998 -2.713 1.038  -0.70
C 6.036 -1.532 1.197  -0.41
C 3.197 0.447 1.177  -0.64
C 1.858 0.243 0.894  -0.55
H -0.155 1.772 -1.954  0.35
H -2.377 -0.159 -1.753  0.43
H -2.236 1.178 -2.925  0.36
H -3.345 4.481 0.379  0.19
H -6.511 1.071 -0.605  0.54
H -7.703 -1.098 -0.394  0.48
H -4.020 -3.038 0.553  0.52
H -2.816 -0.883 0.369  0.70
H 1.891 0.971 -2.421  0.47
H 4.289 1.346 -1.886  0.52
H 6.768 -0.174 -1.749  0.41
H 5.413 -1.305 -1.430  0.30
H 7.339 -2.646 -2.186  0.34
H 8.395 -1.853 -0.976  0.36
H 6.693 -3.548 1.670  0.34
H 8.012 -2.390 1.314  0.36
H 6.111 -1.095 2.192  0.41
H 5.005 -1.876 1.016  0.30
H 3.592 0.320 2.173  0.51
H 1.169 -0.076 1.660  0.46

=====

# 2
C41H51NO8P4S4W as an isolated structure at a distorted geometry. Source: OMol25; level of theory: ωB97M-V/def2-TZVPD.

HOMO-LUMO gap (alpha / beta) = 6.94 / 7.49 eV
spin multiplicity = 3
relative energy (zero: lowest compared OMol25 entry of this formula, charge and spin) = 33.6 kcal per mole

Each line ends with the Mulliken spin population.
Cartesian coordinates (Å):
W 0.326 -0.157 0.396  1.41
S 0.096 2.172 1.756  -0.03
P -0.703 2.514 -0.076  0.02
C -0.460 1.204 -1.193  0.11
P 1.049 1.214 -2.081  0.05
S 2.605 0.553 -1.020  0.03
C 1.525 2.796 -2.839  0.01
C 2.483 3.576 -2.203  0.00
C 2.762 4.845 -2.667  0.00
C 2.081 5.344 -3.767  0.00
C 1.120 4.568 -4.396  0.00
C 0.835 3.298 -3.935  0.00
C 0.646 0.094 -3.468  -0.02
C 1.618 -0.354 -4.351  0.01
C 1.266 -1.201 -5.389  0.00
C -0.056 -1.581 -5.560  0.00
C -1.025 -1.142 -4.673  0.00
C -0.671 -0.320 -3.622  -0.01
C -0.299 4.249 -0.457  0.02
C -0.896 4.814 -1.576  0.00
C -0.660 6.139 -1.881  0.00
C 0.168 6.897 -1.069  0.00
C 0.764 6.332 0.045  0.00
C 0.538 5.003 0.352  0.00
C -2.521 2.647 0.035  0.00
C -3.143 3.171 1.161  0.00
C -4.523 3.255 1.207  0.00
C -5.283 2.841 0.123  0.00
C -4.660 2.365 -1.019  0.00
C -3.283 2.263 -1.061  0.01
H 3.006 3.163 -1.351  0.00
H 3.505 5.449 -2.168  0.00
H 2.295 6.339 -4.130  0.00
H 0.583 4.961 -5.247  0.00
H 0.087 2.681 -4.412  0.00
H 2.643 -0.039 -4.207  0.00
H 2.025 -1.572 -6.064  0.00
H -0.336 -2.227 -6.379  0.00
H -2.059 -1.435 -4.796  0.00
H -1.407 0.016 -2.904  0.01
H -1.539 4.204 -2.195  0.00
H -1.134 6.586 -2.744  0.00
H 0.336 7.938 -1.301  0.00
H 1.394 6.934 0.682  0.00
H 0.993 4.542 1.216  0.00
H -2.532 3.484 1.998  0.00
H -5.011 3.626 2.099  0.00
H -6.362 2.896 0.171  0.00
H -5.249 2.079 -1.879  0.00
H -2.784 1.864 -1.932  -0.01
N 2.178 -5.050 -1.392  0.00
C 1.300 -4.408 -0.386  0.00
C 0.568 -5.434 0.448  0.00
P 0.244 -3.257 -1.432  0.00
O -1.189 -4.039 -1.301  0.00
O 0.806 -3.434 -2.800  0.00
O 0.015 -1.851 -0.955  -0.09
P 2.539 -3.396 0.603  0.02
O 2.260 -3.793 2.141  0.00
O 3.851 -3.949 0.158  0.00
O 2.238 -1.944 0.402  0.05
H 2.025 -6.049 -1.518  0.00
H 3.160 -4.809 -1.022  0.00
H 1.939 -4.511 -2.277  0.00
H -0.214 -5.926 -0.127  0.00
H 0.114 -4.953 1.310  0.00
H 1.277 -6.172 0.822  0.00
H -1.734 -3.833 -2.059  0.00
H 1.503 -3.232 2.400  0.00
C 2.042 0.611 4.677  0.00
C 3.316 0.287 3.927  0.00
S 2.882 -0.782 2.475  0.02
O 1.861 0.119 1.840  0.06
C 4.473 -0.519 1.605  0.01
C 5.429 -1.609 2.039  0.00
H 2.217 1.381 5.424  0.00
H 1.646 -0.278 5.163  0.00
H 1.307 0.988 3.965  0.00
H 4.031 -0.258 4.539  0.00
H 3.771 1.194 3.537  0.00
H 4.837 0.479 1.835  0.00
H 4.254 -0.592 0.544  0.00
H 5.564 -1.604 3.119  0.00
H 6.395 -1.471 1.559  0.00
H 5.033 -2.577 1.742  0.00
O 0.213 -2.110 2.141  0.08
S -1.094 -2.061 2.880  -0.03
C -0.865 -3.180 4.348  0.00
C -2.179 -3.930 4.425  0.00
C -2.396 -4.478 3.018  0.00
C -2.199 -3.304 2.063  0.00
H -0.680 -2.553 5.216  0.00
H -0.017 -3.844 4.178  0.00
H -2.980 -3.234 4.684  0.00
H -2.161 -4.726 5.169  0.00
H -3.387 -4.921 2.916  0.00
H -1.656 -5.257 2.824  0.00
H -3.134 -2.790 1.853  0.00
H -1.726 -3.561 1.117  0.00
C -4.603 -0.439 1.159  0.05
C -4.025 -0.944 0.005  -0.04
C -2.656 -0.890 -0.179  0.08
C -1.763 -0.351 0.776  0.21
C -2.410 0.158 1.926  0.01
C -3.778 0.127 2.117  -0.04
H -5.674 -0.457 1.297  0.00
H -4.657 -1.383 -0.758  0.00
H -2.254 -1.265 -1.117  0.00
H -1.807 0.616 2.704  0.00
H -4.203 0.558 3.011  0.00

=====

# 3
A single C4H13N3 molecule at a distorted geometry. Source: OMol25; level of theory: ωB97M-V/def2-TZVPD.

HOMO-LUMO gap = 9.84 eV
spin multiplicity = 1
relative energy (zero: lowest compared OMol25 entry of this formula, charge and spin) = 18.9 kcal per mole

Each line ends with the Mulliken charge.
Cartesian coordinates (Å):
N 2.188 -1.766 0.868  -0.54
C 0.929 -2.172 0.263  -0.48
C 0.457 -1.143 -0.762  -0.66
N 0.055 0.089 -0.126  -0.14
C -0.782 0.954 -0.968  -0.62
C -1.590 1.931 -0.118  -0.66
N -0.794 2.648 0.861  -0.59
H 2.457 -2.291 1.684  0.18
H 2.280 -0.765 0.953  0.22
H 1.091 -3.115 -0.257  0.30
H 0.126 -2.313 1.015  0.29
H -0.353 -1.635 -1.318  0.37
H 1.261 -1.037 -1.496  0.31
H -0.532 -0.174 0.658  0.17
H -1.466 0.322 -1.567  0.40
H -0.168 1.539 -1.654  0.29
H -2.443 1.419 0.322  0.31
H -2.008 2.641 -0.837  0.32
H -0.898 2.347 1.822  0.26
H 0.190 2.521 0.659  0.26

=====

Results for molecular weight: 504.5 1121.9 103.2 (in g mol⁻¹, following the order of the records).
Results for energy: -2350.41481 -5275.08268 -324.44484 (in a.u., following the order of the records).